No. 1
Computed, not measured: a cluster of 7 separate species, C20H49BN14O13 in total in a non-equilibrium geometry, with the ωB97M-V functional and the def2-TZVPD basis.

Output
Frontier orbital gap (eV): 3.142
Net charge: -2

XYZ file:
```
97
C20H49BN14O13, DFT the ωB97M-V functional and the def2-TZVPD basis
O -3.5825 -1.2880 2.7543
O -1.6611 -2.2234 2.0875
O 4.1130 -0.9538 0.2979
O -6.9111 -4.2426 -1.1094
O 3.0220 3.1384 1.6669
O -10.2192 -7.1573 -1.3575
O -0.4408 -1.5390 -0.5137
O 9.4666 2.9524 2.6846
O -4.9079 -1.1812 0.1427
O -4.8720 -0.0287 -4.5032
O -4.1254 0.7339 -0.6425
O -2.5572 -2.2754 -1.3138
O 6.5729 2.1832 -1.1731
N 3.7488 3.1663 3.8087
N -8.5304 -4.5534 0.4444
N 4.7519 4.5065 2.2032
N -1.9173 0.6784 0.9666
N -6.8628 -2.9981 0.8058
N -5.6639 -1.0399 -2.6108
N -8.4441 -8.4955 -0.9289
N -6.7296 -1.3225 -4.6291
N 8.6453 2.9759 -0.6630
N 7.0241 2.8160 0.9613
N 11.4002 2.0738 3.4735
N 10.3814 1.1943 1.5914
N -9.5949 -8.6698 -2.9280
N -2.0108 3.2092 3.4678
C 10.3616 2.1258 2.5867
C -2.5938 -0.5833 0.6407
C -0.1204 3.4556 -1.1005
C -5.6835 -0.7411 -3.9166
C 2.2917 1.7391 -1.5658
C -7.3778 -3.9301 -0.0234
C 3.8522 0.3916 -0.1203
C -0.9325 2.7985 0.0513
C 1.1000 1.5910 -2.5107
C 3.0679 0.4115 -1.4190
C -9.4719 -8.0505 -1.7098
C -2.6498 -1.4613 1.9628
C -1.2701 1.3263 -0.1676
C 3.7823 3.5777 2.5007
C -1.9141 2.0284 2.9938
C 0.0184 2.6990 -2.4222
C 7.3453 2.6247 -0.3449
C 5.3685 -1.1201 0.8984
C -2.7122 1.5157 1.8402
C -4.0086 -0.3265 0.0250
B -1.8221 -1.5008 -0.4003
H 9.2836 3.3681 0.0050
H 5.3045 -1.9414 1.6144
H -1.3862 3.2971 4.2688
H -0.3304 2.8611 0.9624
H 1.4857 1.6036 -3.5350
H -0.3107 0.8292 -0.3260
H -2.4558 -1.9375 -2.2091
H 2.3404 -0.4007 -1.3487
H 9.6170 1.1980 0.9360
H 4.3676 3.5102 4.5166
H 3.7347 0.2596 -2.2683
H -1.2259 1.2841 3.4079
H -6.3419 -1.6458 -2.1868
H 8.9290 2.8642 -1.6174
H -1.8815 1.2496 -1.0729
H -1.8232 3.3944 0.2390
H 3.0532 2.4837 4.0504
H -8.9439 -5.2547 -0.1420
H 4.8048 4.8221 1.2526
H -4.9407 -0.6634 -1.9988
H 6.1253 -1.3674 0.1434
H 6.0917 2.5822 1.2513
H -0.1996 -1.8157 -1.4034
H -7.4100 -1.9228 -4.2047
H 4.7966 0.9284 -0.2642
H 5.6883 -0.2307 1.4519
H -8.9793 -9.3924 -3.2456
H 2.9828 2.4635 -2.0042
H -8.9484 -4.3437 1.3293
H -10.3277 -8.3483 -3.5303
H 0.2601 3.4482 -3.1847
H 1.9825 2.0383 -0.5686
H 12.1401 1.4012 3.4187
H 5.3984 4.8692 2.8766
H -3.4926 0.8954 2.2996
H -0.9326 2.2693 -2.7336
H -3.2575 2.3237 1.3441
H 7.6909 3.1673 1.6276
H -0.6277 4.3937 -1.3444
H -8.3029 -8.0318 -0.0502
H -6.7802 -1.1295 -5.6091
H 11.4021 2.7457 4.2171
H 3.2961 0.8920 0.6742
H 0.8533 3.7514 -0.7106
H 11.0988 0.5015 1.4978
H -7.8010 -9.2085 -1.2118
H -5.9987 -2.4863 0.5856
H -7.3084 -2.7742 1.6744
H 0.6274 0.6184 -2.3683
```

***

No. 2
Computed, not measured: the ion C4H7N2O with charge +1 in a non-equilibrium geometry, with the ωB97M-V functional and the def2-TZVPD basis.

Output
Frontier orbital gap (spin up / spin down) (eV): 7.806 / 7.810
SMILES: C=C/C(N=O)=[NH+]/C
Net charge: +1

XYZ file:
```
14
C4H7N2O, DFT the ωB97M-V functional and the def2-TZVPD basis
O -2.9566 -0.1747 -0.2361
N 0.4262 -0.7585 0.3792
N -1.7894 -0.1818 -0.2738
C -0.6262 0.0382 0.1500
C 0.6405 2.1569 -0.2993
C 0.4935 -2.1248 -0.0939
C -0.2798 1.4930 0.4420
H 1.2859 3.0508 -0.0196
H 1.1453 -0.1163 0.4036
H -0.0201 -2.1478 -1.0899
H 1.5013 -2.3156 0.1014
H -0.6940 2.0322 1.2200
H 1.0587 1.7761 -1.2162
H -0.1851 -2.7278 0.5324
```

***

No. 3
Computed, not measured: a cluster of 2 separate species, C4H10N2O in total in a non-equilibrium geometry, with the ωB97M-V functional and the def2-TZVPD basis.

Output
Frontier orbital gap (eV): 5.137
Net charge: 0

XYZ file:
```
17
C4H10N2O, DFT the ωB97M-V functional and the def2-TZVPD basis
O -1.6862 -0.4383 -1.5693
N -0.5998 1.1039 0.8158
N 0.8942 -2.0486 -0.3457
C 1.0341 -0.8077 0.4329
C -1.4720 0.7876 -1.5151
C -1.1460 1.5055 -0.3629
C -0.2482 -0.2922 1.0730
H -0.9646 2.5464 -0.5178
H 0.0185 -1.9746 -0.8529
H 1.4152 0.0897 -0.1073
H 0.4232 1.4937 0.9314
H -1.0336 -0.9448 0.6675
H 1.7439 -1.0688 1.2083
H 1.6982 -2.1157 -0.9573
H -0.3601 -0.5800 2.1294
H -1.6567 1.3828 -2.4120
H 1.9399 1.3612 1.3820
```

***

No. 4
Computed, not measured: a structure of composition C7H15N2 in a non-equilibrium geometry, with the ωB97M-V functional and the def2-TZVPD basis.

Output
Frontier orbital gap (eV): 10.645
Net charge: +1

XYZ file:
```
24
C7H15N2, DFT the ωB97M-V functional and the def2-TZVPD basis
N -0.5748 0.3581 0.5795
N 0.1226 0.2136 -1.9235
C -0.3107 -1.9310 -0.9224
C 0.3704 -0.5023 -0.8650
C -2.2975 1.8140 -0.1671
C 1.6532 -0.3354 -0.1677
C 0.3643 0.3008 1.7599
C -1.0568 1.5654 0.2037
C 1.5615 -0.4659 1.3520
H 2.5212 -1.0663 -0.4933
H 2.4848 0.0294 1.8959
H 1.9553 0.6604 -0.4257
H 1.4250 -1.5465 1.7149
H 0.6353 1.0138 -2.1853
H -0.4593 -0.1883 -2.6641
H -2.6604 2.8405 -0.3328
H -0.3908 2.3825 -0.0088
H -0.1616 -0.1365 2.5509
H 0.6374 1.3626 2.0626
H 0.2762 -2.6247 -1.5373
H -0.3104 -2.4964 0.1150
H -1.2979 -2.0646 -1.2929
H -1.2533 -0.3916 0.7919
H -3.2337 1.2082 -0.0404
```

***

Energy relative to the best compared isomer or geometry (same formula, charge and spin) across the listed records, respectively: 26.5; 602.9; 714.0; 176.9 kJ/mol.
Total energy across the listed records, respectively: -69698.724; -9276.542; -9331.587; -10474.462 eV.
M across the listed records, respectively: 704.51; 99.11; 102.14; 127.21 g/mol.